{
  "formula": "C39H50NO3PSSbSiV",
  "method": "ωB97M-V/def2-TZVPD",
  "species": ["V", "C", "C", "O", "P", "O", "C", "C", "O", "C", "C", "H", "H", "H", "H", "H", "H", "H", "H", "H", "H", "H", "H", "H", "H", "H", "C", "Si", "C", "C", "H", "H", "H", "H", "H", "H", "H", "H", "H", "N", "S", "C", "C", "C", "C", "C", "C", "C", "C", "C", "C", "C", "C", "H", "H", "H", "H", "H", "H", "H", "H", "H", "H", "H", "C", "C", "C", "C", "C", "C", "Sb", "C", "C", "C", "C", "C", "C", "C", "C", "C", "C", "C", "C", "H", "H", "H", "H", "H", "H", "H", "H", "H", "H", "H", "H", "H", "H", "H"],
  "coordinates": [[0.405, 0.244, 0.231], [4.539, -4.643, 0.947], [4.193, -3.182, 1.105], [2.847, -2.978, 0.592], [2.180, -1.562, 0.301], [1.623, -1.791, -1.202], [1.489, -3.073, -1.879], [2.714, -3.357, -2.720], [0.726, -1.718, 1.129], [0.374, -2.830, 2.001], [0.945, -2.631, 3.389], [5.567, -4.805, 1.272], [4.453, -4.958, -0.092], [3.885, -5.266, 1.557], [4.891, -2.549, 0.554], [4.223, -2.894, 2.157], [0.598, -2.985, -2.499], [1.319, -3.864, -1.151], [2.842, -2.590, -3.485], [2.600, -4.320, -3.215], [3.612, -3.388, -2.101], [0.728, -3.753, 1.550], [-0.715, -2.859, 2.023], [2.028, -2.504, 3.347], [0.731, -3.501, 4.009], [0.514, -1.748, 3.862], [2.812, 2.189, 2.088], [0.941, 1.812, 2.072], [-0.054, 3.421, 1.838], [0.484, 1.159, 3.804], [2.963, 3.253, 2.286], [3.326, 1.949, 1.157], [3.305, 1.638, 2.890], [0.233, 4.129, 2.620], [-1.128, 3.242, 1.934], [0.111, 3.916, 0.878], [1.365, 0.774, 4.321], [-0.276, 0.378, 3.796], [0.089, 1.984, 4.401], [0.416, 1.459, -1.133], [1.666, 1.113, -2.141], [2.878, 2.429, -1.934], [4.016, 2.361, -2.726], [4.977, 3.349, -2.596], [4.791, 4.388, -1.691], [3.642, 4.446, -0.917], [2.676, 3.455, -1.029], [1.103, 1.539, -3.789], [0.801, 2.857, -4.105], [0.439, 3.162, -5.405], [0.392, 2.161, -6.370], [0.675, 0.846, -6.033], [1.034, 0.525, -4.733], [-0.095, 2.293, -1.407], [4.145, 1.561, -3.446], [5.870, 3.313, -3.204], [5.546, 5.156, -1.589], [3.490, 5.263, -0.224], [1.785, 3.481, -0.417], [0.864, 3.641, -3.359], [0.208, 4.185, -5.670], [0.141, 2.412, -7.391], [0.622, 0.070, -6.785], [1.266, -0.497, -4.458], [-6.045, 1.863, -1.265], [-6.168, 1.050, -0.145], [-5.035, 0.649, 0.544], [-3.778, 1.051, 0.107], [-3.654, 1.855, -1.019], [-4.792, 2.267, -1.699], [-2.083, 0.191, 1.079], [-2.837, 0.084, 3.074], [-2.697, -1.047, 3.870], [-3.161, -1.028, 5.177], [-3.758, 0.116, 5.688], [-3.903, 1.244, 4.890], [-3.442, 1.229, 3.583], [-2.484, -1.708, 0.194], [-1.957, -1.900, -1.083], [-2.276, -3.042, -1.803], [-3.124, -3.992, -1.252], [-3.662, -3.796, 0.012], [-3.344, -2.655, 0.736], [-6.929, 2.180, -1.802], [-7.144, 0.726, 0.190], [-5.132, 0.019, 1.421], [-2.672, 2.151, -1.373], [-4.699, 2.906, -2.568], [-2.238, -1.949, 3.480], [-3.055, -1.909, 5.797], [-4.116, 0.131, 6.709], [-4.374, 2.132, 5.288], [-3.566, 2.102, 2.951], [-1.329, -1.133, -1.535], [-1.886, -3.185, -2.803], [-3.372, -4.885, -1.809], [-4.341, -4.528, 0.430], [-3.778, -2.499, 1.717]],
  "lowdin_spin": [2.06, 0.00, 0.00, 0.01, 0.02, 0.01, 0.00, 0.00, 0.00, 0.00, 0.00, 0.00, 0.00, 0.00, 0.00, 0.00, 0.00, 0.00, 0.00, 0.00, 0.00, 0.00, 0.00, 0.00, 0.00, 0.00, -0.02, -0.09, -0.01, -0.02, 0.00, 0.00, 0.00, 0.00, 0.00, 0.00, 0.00, 0.00, 0.00, 0.00, 0.01, 0.00, 0.00, 0.00, 0.00, 0.00, 0.00, 0.00, 0.00, 0.00, 0.00, 0.00, 0.00, 0.01, 0.00, 0.00, 0.00, 0.00, 0.00, 0.00, 0.00, 0.00, 0.00, 0.00, 0.00, 0.00, 0.00, 0.00, 0.00, 0.00, 0.00, 0.00, 0.00, 0.00, 0.00, 0.00, 0.00, 0.01, 0.01, 0.00, 0.00, 0.00, 0.00, 0.00, 0.00, 0.00, 0.00, 0.00, 0.00, 0.00, 0.00, 0.00, 0.00, 0.00, 0.00, 0.00, 0.00, 0.00],
  "total_energy_ev": -109099.851,
  "lumo_ha": [-0.207, -0.198],
  "s_squared": 2.09,
  "multiplicity": 3,
  "total_charge": 2,
  "orbital_gap_ev": [7.906, 7.655]
}

{
  "formula": "C24H27NO5S",
  "method": "ωB97M-V/def2-TZVPD",
  "species": ["C", "C", "O", "C", "O", "C", "C", "C", "C", "C", "C", "O", "C", "C", "C", "C", "C", "C", "C", "S", "C", "N", "C", "C", "C", "C", "O", "C", "C", "C", "O", "H", "H", "H", "H", "H", "H", "H", "H", "H", "H", "H", "H", "H", "H", "H", "H", "H", "H", "H", "H", "H", "H", "H", "H", "H", "H", "H"],
  "coordinates": [[-3.211, -1.932, -0.857], [-2.872, -0.512, -0.393], [-4.045, 0.030, 0.220], [-3.853, 1.258, 0.703], [-2.766, 1.784, 0.733], [-5.156, 1.875, 1.148], [-4.942, 3.214, 1.865], [-5.238, 4.270, 0.803], [-6.398, 3.658, 0.026], [-5.993, 2.191, -0.119], [-2.548, 0.337, -1.643], [-3.470, 0.840, -2.263], [-1.172, 0.435, -2.013], [-0.160, 0.098, -1.164], [1.227, 0.265, -1.489], [2.219, -0.008, -0.608], [3.626, 0.205, -0.979], [4.475, 1.186, -0.394], [5.713, 1.197, -0.948], [5.882, 0.020, -2.189], [4.260, -0.489, -1.967], [1.930, -0.469, 0.662], [2.974, -0.929, 1.552], [3.395, -2.361, 1.212], [4.499, -2.859, 2.140], [4.855, -4.317, 1.839], [3.767, -5.190, 2.007], [0.638, -0.650, 1.005], [-0.404, -0.399, 0.165], [-1.769, -0.600, 0.657], [-2.020, -0.895, 1.807], [-4.040, -1.883, -1.559], [-2.347, -2.379, -1.343], [-3.502, -2.532, 0.002], [-5.664, 1.145, 1.781], [-3.926, 3.290, 2.249], [-5.640, 3.309, 2.697], [-5.480, 5.241, 1.234], [-4.374, 4.382, 0.148], [-6.559, 4.136, -0.939], [-7.317, 3.741, 0.610], [-6.852, 1.528, -0.205], [-5.378, 2.059, -1.010], [-0.956, 0.893, -2.967], [1.485, 0.643, -2.466], [4.157, 1.864, 0.377], [6.540, 1.833, -0.707], [3.859, -1.278, -2.572], [2.595, -0.885, 2.576], [3.839, -0.267, 1.477], [3.751, -2.396, 0.180], [2.533, -3.026, 1.290], [4.169, -2.777, 3.180], [5.395, -2.246, 2.022], [5.701, -4.626, 2.468], [5.149, -4.421, 0.791], [3.483, -5.165, 2.928], [0.436, -1.011, 2.003]],
  "nbo_charge": [-0.61, 0.06, -0.48, 0.84, -0.62, -0.32, -0.40, -0.40, -0.40, -0.40, 0.55, -0.58, -0.44, 0.15, -0.26, 0.21, -0.13, -0.26, -0.40, 0.46, -0.39, -0.36, -0.20, -0.41, -0.42, -0.05, -0.71, 0.14, -0.28, 0.60, -0.56, 0.24, 0.22, 0.23, 0.23, 0.23, 0.20, 0.21, 0.21, 0.21, 0.19, 0.21, 0.23, 0.22, 0.23, 0.23, 0.24, 0.25, 0.21, 0.22, 0.21, 0.22, 0.19, 0.21, 0.16, 0.18, 0.46, 0.23],
  "total_energy_ev": -47889.351,
  "smiles": "C[C@]1(OC(=O)C2CCCC2)C(=O)C=C2C=C(c3ccsc3)N(CCCCO)C=C2C1=O",
  "lumo_ha": 0.004,
  "total_charge": 0,
  "orbital_gap_ev": 7.709
}

{
  "formula": "C5H10O",
  "method": "ωB97M-V/def2-TZVPD",
  "species": ["C", "C", "C", "C", "C", "O", "H", "H", "H", "H", "H", "H", "H", "H", "H", "H"],
  "coordinates": [[1.545, -0.777, -0.228], [0.472, -0.209, 0.692], [0.216, 1.310, 0.465], [-0.929, 0.929, -0.497], [-0.973, -0.440, 0.207], [-1.197, -1.615, -0.532], [1.717, -1.836, -0.019], [1.263, -0.695, -1.283], [2.490, -0.237, -0.090], [0.648, -0.544, 1.723], [-0.130, 1.808, 1.377], [1.019, 1.908, 0.016], [-1.837, 1.538, -0.516], [-0.541, 0.820, -1.515], [-1.659, -0.384, 1.067], [-2.103, -1.575, -0.866]],
  "nbo_charge": [-0.61, -0.22, -0.40, -0.44, 0.11, -0.71, 0.22, 0.21, 0.21, 0.20, 0.21, 0.21, 0.20, 0.21, 0.15, 0.47],
  "total_energy_ev": -7393.845,
  "smiles": "C[C@H]1CC[C@H]1O",
  "lumo_ha": 0.036,
  "total_charge": 0,
  "orbital_gap_ev": 10.877
}